A cluster of 12 separate species, C49H91ClN6O14S11 in total in a non-equilibrium geometry. Source: the OMol25 dataset; level of theory: ωB97M-V/def2-TZVPD.

Bonds (Å) are listed after each position.
Element x y z (Å)
1 C 6.078 -1.992 2.962  C2 1.328, H38 1.163
2 C 5.529 -1.415 1.899  C1 1.328, C3 1.623
3 C 4.655 -0.528 0.858  C2 1.623, C4 1.625, H39 1.167, H40 1.154
4 C 3.344 -1.315 0.308  C3 1.625, C5 1.591, C34 1.566
5 C 3.098 -1.627 -1.233  C4 1.591, O6 1.446, C9 1.596
6 O 4.041 -1.232 -2.256  C5 1.446, C7 1.425
7 C 3.939 0.154 -2.569  O6 1.425, N8 1.217
8 N 3.915 1.320 -2.917  C7 1.217
9 C 1.751 -2.368 -1.659  C5 1.596, C10 1.623, C16 1.607
10 C 1.413 -2.743 -3.202  C9 1.623, C11 1.591, C15 1.561
11 C 1.427 -4.297 -3.544  C10 1.591, C12 1.606, H41 1.151
12 C 1.032 -4.549 -5.080  C11 1.606, C13 1.566, H42 1.159
13 C 0.723 -3.264 -5.919  C12 1.566, N14 1.435, H43 1.167
14 N 0.766 -1.873 -5.568  C13 1.435, C15 1.438
15 C 1.112 -1.582 -4.202  C10 1.561, N14 1.438, H44 1.164
16 C 0.649 -2.788 -0.567  C9 1.607, N17 1.453, C33 1.565
17 N -0.567 -3.419 -1.051  C16 1.453, C18 1.444
18 C -1.497 -3.756 0.001  N17 1.444, C19 1.632, C27 1.578
19 C -2.905 -4.421 -0.489  C18 1.632, C20 1.628, H45 1.163, H46 1.167
20 C -4.151 -3.378 -0.399  C19 1.628, N21 1.497, H47 1.169, H48 1.169
21 N -3.861 -2.031 -0.984  C20 1.497, C22 1.529, C24 1.494
22 C -5.190 -1.461 -1.481  N21 1.529, C23 1.612, H49 1.156, H50 1.169
23 C -5.558 -1.918 -2.983  C22 1.612, H51 1.168, H52 1.148, H53 1.167
24 C -3.424 -1.044 0.049  N21 1.494, C25 1.634, O26 1.276
25 C -2.266 0.020 -0.392  C24 1.634, H54 1.165, H55 1.164, H56 1.158
26 O -3.880 -0.954 1.237  C24 1.276
27 C -1.162 -3.492 1.520  C18 1.578, C28 1.636, N32 1.445
28 C -2.278 -3.968 2.617  C27 1.636, C29 1.618, H57 1.148, H58 1.168
29 C -1.894 -5.365 3.337  C28 1.618, C30 1.642, Cl31 1.841, H59 1.168
30 C -2.167 -6.677 2.388  C29 1.642, H60 1.154, H61 1.153, H62 1.153
31 Cl -0.217 -5.401 4.095  C29 1.841
32 N 0.023 -2.876 2.072  C27 1.445, C33 1.454
33 C 0.888 -2.524 0.957  C16 1.565, N32 1.454, C34 1.612
34 C 2.263 -1.776 1.342  C4 1.566, C33 1.612, O35 1.464
35 O 2.523 -1.507 2.758  C34 1.464, C36 1.426
36 C 1.869 -0.278 3.064  O35 1.426, N37 1.232
37 N 1.570 0.852 3.453  C36 1.232
38 H 6.821 -2.173 3.837  C1 1.163
39 H 4.308 0.448 1.395  C3 1.167
40 H 5.328 -0.314 -0.054  C3 1.154
41 H 1.675 -5.134 -2.795  C11 1.151
42 H 0.964 -5.620 -5.517  C12 1.159
43 H 0.403 -3.478 -7.021  C13 1.167
44 H 1.129 -0.468 -3.866  C15 1.164
45 H -2.807 -4.773 -1.593  C19 1.163
46 H -3.171 -5.371 0.133  C19 1.167
47 H -4.988 -3.846 -1.067  C20 1.169
48 H -4.628 -3.334 0.668  C20 1.169
49 H -6.015 -1.681 -0.701  C22 1.156
50 H -5.038 -0.303 -1.451  C22 1.169
51 H -6.391 -2.732 -2.896  C23 1.168
52 H -4.674 -2.303 -3.606  C23 1.148
53 H -6.068 -1.030 -3.542  C23 1.167
54 H -2.726 1.090 -0.415  C25 1.165
55 H -1.407 0.079 0.391  C25 1.164
56 H -1.800 -0.242 -1.420  C25 1.158
57 H -3.329 -4.081 2.169  C28 1.148
58 H -2.352 -3.099 3.395  C28 1.168
59 H -2.652 -5.485 4.217  C29 1.168
60 H -1.745 -6.417 1.345  C30 1.154
61 H -3.303 -6.843 2.280  C30 1.153
62 H -1.652 -7.612 2.823  C30 1.153
63 C 4.848 4.092 -0.769  S64 1.806, H67 1.092, H68 1.091, H69 1.091
64 S 5.820 5.439 -1.476  C63 1.806, O65 1.498, C66 1.806
65 O 6.650 6.023 -0.374  S64 1.498
66 C 4.426 6.553 -1.753  S64 1.806, H70 1.091, H71 1.091, H72 1.091
67 H 5.528 3.288 -0.483  C63 1.092
68 H 4.310 4.443 0.114  C63 1.091
69 H 4.142 3.720 -1.514  C63 1.091
70 H 3.915 6.752 -0.810  C66 1.091
71 H 3.735 6.102 -2.466  C66 1.091
72 H 4.807 7.490 -2.163  C66 1.091
73 C 0.161 5.916 1.119  S74 1.806, H77 1.091, H78 1.091, H79 1.091
74 S 0.419 5.119 -0.480  C73 1.806, O75 1.498, C76 1.807
75 O 1.869 5.266 -0.826  S74 1.498
76 C -0.495 6.338 -1.450  S74 1.807, H80 1.092, H81 1.092, H82 1.091
77 H 0.685 5.338 1.882  C73 1.091
78 H 0.559 6.932 1.099  C73 1.091
79 H -0.905 5.935 1.351  C73 1.091
80 H -0.057 7.329 -1.312  C76 1.092
81 H -1.541 6.344 -1.136  C76 1.092
82 H -0.435 6.058 -2.502  C76 1.091
83 C 1.836 -7.168 0.014  S84 1.807, H87 1.092, H88 1.092, H89 1.092
84 S 0.779 -7.887 -1.264  C83 1.807, O85 1.495, C86 1.807
85 O -0.535 -8.213 -0.629  S84 1.495
86 C 1.700 -9.432 -1.427  S84 1.807, H90 1.092, H91 1.092, H92 1.091
87 H 1.422 -6.200 0.300  C83 1.092
88 H 1.864 -7.823 0.887  C83 1.092
89 H 2.843 -7.027 -0.382  C83 1.092
90 H 1.737 -9.948 -0.465  C86 1.092
91 H 2.712 -9.218 -1.777  C86 1.092
92 H 1.191 -10.063 -2.157  C86 1.091
93 C 5.760 10.093 -5.939  S94 1.807, H97 1.091, H98 1.092, H99 1.092
94 S 5.336 9.093 -4.496  C93 1.807, O95 1.496, C96 1.807
95 O 4.034 9.603 -3.964  S94 1.496
96 C 6.645 9.733 -3.428  S94 1.807, H100 1.092, H101 1.092, H102 1.091
97 H 5.039 9.882 -6.730  C93 1.091
98 H 5.718 11.154 -5.685  C93 1.092
99 H 6.762 9.830 -6.285  C93 1.092
100 H 6.548 10.816 -3.328  C96 1.092
101 H 7.619 9.481 -3.854  C96 1.092
102 H 6.550 9.267 -2.446  C96 1.091
103 C -1.571 10.077 4.187  S104 1.806, H107 1.089, H108 1.092, H109 1.092
104 S -1.055 9.637 2.513  C103 1.806, O105 1.498, C106 1.807
105 O -1.686 8.320 2.179  S104 1.498
106 C 0.676 9.321 2.924  S104 1.807, H110 1.092, H111 1.092, H112 1.091
107 H -2.641 10.281 4.176  C103 1.089
108 H -1.367 9.250 4.870  C103 1.092
109 H -1.037 10.972 4.511  C103 1.092
110 H 0.742 8.540 3.685  C106 1.092
111 H 1.138 10.240 3.288  C106 1.092
112 H 1.192 8.991 2.021  C106 1.091
113 C 2.782 -0.597 -8.118  S114 1.807, H117 1.091, H118 1.092, H119 1.092
114 S 1.581 -0.289 -9.433  C113 1.807, O115 1.496, C116 1.807
115 O 0.529 -1.348 -9.338  S114 1.496
116 C 2.677 -0.735 -10.799  S114 1.807, H120 1.092, H121 1.092, H122 1.091
117 H 2.297 -0.415 -7.157  C113 1.091
118 H 3.125 -1.632 -8.160  C113 1.092
119 H 3.628 0.085 -8.229  C113 1.092
120 H 3.026 -1.762 -10.676  C116 1.092
121 H 3.526 -0.049 -10.823  C116 1.092
122 H 2.118 -0.651 -11.732  C116 1.091
123 C -5.206 11.696 8.024  S124 1.807, H127 1.091, H128 1.092, H129 1.092
124 S -4.950 10.898 6.423  C123 1.807, O125 1.496, C126 1.807
125 O -3.502 11.044 6.075  S124 1.496
126 C -5.865 12.118 5.454  S124 1.807, H130 1.092, H131 1.092, H132 1.091
127 H -4.681 11.117 8.786  C123 1.091
128 H -4.807 12.712 8.003  C123 1.092
129 H -6.272 11.715 8.256  C123 1.092
130 H -5.426 13.108 5.591  C126 1.092
131 H -6.910 12.124 5.769  C126 1.092
132 H -5.806 11.838 4.402  C126 1.091
133 C -6.525 -3.126 4.474  S134 1.806, H137 1.091, H138 1.092, H139 1.092
134 S -5.402 -4.409 3.880  C133 1.806, O135 1.497, C136 1.807
135 O -5.605 -4.535 2.402  S134 1.497
136 C -6.259 -5.792 4.664  S134 1.807, H140 1.092, H141 1.092, H142 1.091
137 H -6.197 -2.166 4.070  C133 1.091
138 H -7.542 -3.333 4.136  C133 1.092
139 H -6.491 -3.088 5.565  C133 1.092
140 H -7.293 -5.837 4.314  C136 1.092
141 H -6.235 -5.669 5.748  C136 1.092
142 H -5.745 -6.716 4.394  C136 1.091
143 C -2.242 -11.142 6.786  S144 1.807, H147 1.091, H148 1.092, H149 1.092
144 S -2.680 -9.442 6.358  C143 1.807, O145 1.496, C146 1.807
145 O -3.511 -9.492 5.116  S144 1.496
146 C -1.015 -8.932 5.876  S144 1.807, H150 1.092, H151 1.092, H152 1.091
147 H -3.150 -11.668 7.085  C143 1.091
148 H -1.801 -11.643 5.922  C143 1.092
149 H -1.536 -11.139 7.620  C143 1.092
150 H -0.649 -9.569 5.068  C146 1.092
151 H -0.349 -9.000 6.738  C146 1.092
152 H -1.057 -7.898 5.532  C146 1.091
153 C -5.938 3.469 -5.178  S154 1.807, H157 1.091, H158 1.092, H159 1.092
154 S -6.442 2.090 -4.127  C153 1.807, O155 1.496, C156 1.807
155 O -5.198 1.413 -3.646  S154 1.496
156 C -7.130 1.078 -5.457  S154 1.807, H160 1.092, H161 1.092, H162 1.091
157 H -5.443 4.216 -4.555  C153 1.091
158 H -5.243 3.120 -5.945  C153 1.092
159 H -6.819 3.915 -5.644  C153 1.092
160 H -6.362 0.876 -6.207  C156 1.092
161 H -7.973 1.601 -5.914  C156 1.092
162 H -7.477 0.136 -5.031  C156 1.091
163 C 10.128 -5.585 3.065  S164 1.807, H167 1.091, H168 1.092, H169 1.092
164 S 8.802 -4.360 3.138  C163 1.807, O165 1.496, C166 1.807
165 O 8.731 -3.859 4.546  S164 1.496
166 C 7.447 -5.533 2.911  S164 1.807, H170 1.092, H171 1.092, H172 1.091
167 H 11.079 -5.074 3.223  C163 1.091
168 H 9.987 -6.336 3.846  C163 1.092
169 H 10.133 -6.060 2.083  C163 1.092
170 H 7.470 -6.287 3.700  C166 1.092
171 H 7.537 -6.010 1.933  C166 1.092
172 H 6.504 -4.985 2.960  C166 1.091

For the lowest unoccupied orbital energy, the calculation gives -1.20 eV. The calculation puts the molar mass at 1376.5 g mol⁻¹. As for the calculated total energy: -8142.7703 hartree.